Record 1
Here is C23H33O22Pd as an isolated structure in a non-equilibrium geometry from the OMol25 dataset. Energies are from ωB97M-V with the def2-TZVPD basis set.

The electronic energy comes out at -2678.92067 a.u. For the orbital gap (alpha / beta), the calculation gives 6.794 / 5.328 eV. The spin multiplicity is 3. The largest force on an atom comes out at 7.54 eV/A. The value obtained for the LUMO energy (alpha / beta) is -5.71 / -7.17 eV. The charge is +1. The value obtained for the highest occupied orbital energy (alpha / beta) is -12.5 / -12.5 eV. For the molar mass, the calculation gives 767.92 g/mol.

Geometry (Å):
Pd1 -0.504 -2.959 -3.217
C1 -1.196 0.105 0.270
C2 -0.945 -0.059 -1.246
O1 -0.510 -1.310 -1.650
H1 -1.827 -0.746 0.525
H2 -1.883 0.939 0.413
H3 -0.326 0.315 0.893
H4 -0.300 0.732 -1.628
H5 -1.873 0.178 -1.767
C3 -1.303 -5.726 1.050
C4 -1.106 -4.441 0.194
O2 -1.319 -5.001 -1.076
C5 -1.249 -6.237 -1.181
O3 -1.224 -6.909 -2.209
O4 -1.055 -6.745 0.049
H6 -2.322 -5.660 1.432
H7 -0.482 -5.686 1.766
H8 -0.087 -4.108 0.392
H9 -1.869 -3.691 0.401
C6 -0.341 5.375 -1.205
C7 0.039 4.468 -2.368
O5 1.458 4.690 -2.551
C8 1.947 5.367 -1.528
O6 3.117 5.622 -1.432
O7 0.945 5.700 -0.632
H10 -0.974 4.820 -0.513
H11 -0.801 6.298 -1.556
H12 -0.470 4.559 -3.328
H13 -0.169 3.439 -2.074
C9 1.870 -2.300 0.803
C10 2.000 -1.661 2.114
O8 3.329 -1.739 2.510
C11 4.080 -1.938 1.338
O9 5.325 -1.931 1.282
O10 3.200 -2.267 0.359
H14 1.168 -1.842 0.107
H15 1.720 -3.370 0.950
H16 1.245 -2.202 2.686
H17 1.843 -0.584 2.060
C12 4.266 3.269 0.623
C13 4.215 1.834 1.241
O11 2.823 1.599 1.485
C14 2.156 2.765 1.448
O12 0.961 2.851 1.450
O13 3.094 3.717 1.183
H18 4.072 3.288 -0.450
H19 5.084 3.935 0.896
H20 4.712 1.896 2.209
H21 4.680 1.097 0.586
C15 -4.620 0.930 -1.910
C16 -4.358 2.425 -2.144
O14 -4.614 2.865 -0.884
C17 -4.299 2.007 -0.025
O15 -4.169 2.245 1.187
O16 -4.191 0.799 -0.596
H22 -3.988 0.333 -2.567
H23 -5.641 0.626 -2.143
H24 -4.991 2.970 -2.844
H25 -3.318 2.603 -2.418
C18 -4.243 -2.534 3.788
C19 -3.483 -2.650 5.090
O17 -2.232 -2.085 4.840
C20 -2.038 -1.898 3.515
O18 -0.994 -1.547 3.009
O19 -3.167 -2.242 2.821
H26 -5.015 -1.767 3.716
H27 -4.741 -3.484 3.597
H28 -3.343 -3.596 5.613
H29 -3.966 -2.000 5.820
C21 2.490 0.336 -3.405
C22 3.388 -0.204 -2.350
O20 3.983 1.006 -1.861
C23 3.884 1.995 -2.802
O21 4.495 2.996 -2.883
O22 3.016 1.585 -3.750
H30 1.490 0.493 -3.001
H31 2.522 -0.314 -4.280
H32 4.096 -0.954 -2.699
H33 2.834 -0.684 -1.544

=====

Record 2
Here is C23H33O24Pb as an isolated structure in a non-equilibrium geometry from the OMol25 dataset. Energies are from ωB97M-V with the def2-TZVPD basis set.

The electronic energy comes out at -2895.07184 a.u. For the orbital gap, the calculation gives 5.876 eV. The largest force on an atom comes out at 2.87 eV/A. The value obtained for the LUMO energy is 1.53 eV. The charge is -1. The value obtained for the highest occupied orbital energy is -4.3 eV. For the molar mass, the calculation gives 900.69 g/mol.

Geometry (Å):
Pb1 -11.634 21.447 -11.740
O1 -12.742 19.795 -7.451
C1 -12.314 19.484 -8.749
O2 -12.047 20.494 -9.457
O3 -12.233 18.292 -9.024
H1 -12.980 18.915 -7.134
O4 -8.970 18.501 -14.237
C2 -9.714 18.625 -13.070
O5 -9.992 17.574 -12.490
O6 -9.976 19.805 -12.716
H2 -8.799 17.553 -14.256
O7 -15.043 19.093 -13.943
C3 -14.032 19.054 -12.977
O8 -13.755 17.943 -12.537
O9 -13.549 20.179 -12.672
H3 -15.259 18.156 -14.011
C4 -16.585 23.532 -7.328
C5 -16.512 23.545 -8.828
C6 -16.010 24.849 -9.472
O10 -15.106 24.404 -10.468
C7 -14.734 23.116 -10.224
O11 -13.856 22.551 -10.765
O12 -15.507 22.615 -9.240
H4 -17.262 24.329 -6.994
H5 -15.608 23.724 -6.889
H6 -17.042 22.622 -6.944
H7 -17.457 23.260 -9.299
H8 -15.529 25.499 -8.729
H9 -16.741 25.466 -9.995
C8 -12.483 27.852 -14.771
C9 -13.306 26.777 -14.106
C10 -14.025 25.820 -15.099
O13 -13.606 24.536 -14.681
C11 -12.775 24.613 -13.618
O14 -12.443 23.689 -12.965
O15 -12.472 25.913 -13.355
H10 -11.793 27.454 -15.513
H11 -11.858 28.326 -14.005
H12 -13.120 28.662 -15.125
H13 -14.078 27.239 -13.486
H14 -13.774 26.088 -16.126
H15 -15.106 25.868 -14.975
C12 -8.439 27.045 -13.723
C13 -8.300 25.635 -14.297
C14 -7.050 24.906 -13.780
O16 -7.534 23.647 -13.354
C15 -8.879 23.688 -13.242
O17 -9.548 22.839 -12.774
O18 -9.359 24.874 -13.717
H16 -7.781 27.713 -14.289
H17 -8.156 27.087 -12.673
H18 -9.468 27.389 -13.819
H19 -8.303 25.696 -15.387
H20 -6.560 25.428 -12.954
H21 -6.287 24.811 -14.553
C16 -9.493 18.951 -6.538
C17 -8.638 18.909 -7.794
C18 -9.326 18.196 -8.982
O19 -9.515 19.225 -9.933
C19 -9.142 20.409 -9.449
O20 -9.340 21.424 -10.042
O21 -8.527 20.280 -8.255
H22 -9.378 18.024 -5.973
H23 -10.530 19.201 -6.762
H24 -9.130 19.752 -5.886
H25 -7.634 18.551 -7.565
H26 -10.325 17.865 -8.692
H27 -8.731 17.393 -9.408
C20 -10.838 28.220 -10.505
C21 -10.886 26.983 -9.625
C22 -12.336 26.617 -9.269
O22 -12.355 25.202 -9.393
C23 -11.245 24.777 -10.044
O23 -11.020 23.668 -10.371
O24 -10.455 25.844 -10.357
H28 -9.801 28.509 -10.694
H29 -11.280 29.068 -9.978
H30 -11.324 28.048 -11.464
H31 -10.233 27.130 -8.764
H32 -13.054 27.057 -9.959
H33 -12.528 26.880 -8.229

=====

Record 3
Here is C23H33O6RbS2 as an isolated structure from the OMol25 dataset. Energies are from ωB97M-V with the def2-TZVPD basis set.

The electronic energy comes out at -2168.24628 a.u. For the orbital gap, the calculation gives 5.591 eV. The largest force on an atom comes out at 0.66 eV/A. The value obtained for the LUMO energy is 4.12 eV. The charge is -2. The value obtained for the highest occupied orbital energy is -1.5 eV. For the molar mass, the calculation gives 555.11 g/mol.

Geometry (Å):
Rb1 -0.943 0.463 -0.310
C1 1.367 0.456 1.939
C2 1.513 -0.876 1.484
C3 2.155 -0.809 0.203
C4 2.392 0.567 -0.057
C5 1.901 1.348 0.997
C6 2.013 2.852 1.150
C7 2.326 3.521 -0.190
C8 0.706 3.445 1.691
C9 3.145 3.191 2.134
C10 2.671 -1.880 -0.765
C11 1.647 -2.978 -1.087
C12 3.026 -1.254 -2.124
C13 3.966 -2.520 -0.234
C14 0.945 -2.045 2.303
C15 0.656 -1.595 3.745
C16 1.924 -3.222 2.435
C17 -0.397 -2.542 1.737
H1 0.904 0.754 2.869
H2 2.870 0.961 -0.941
H3 1.547 3.312 -0.925
H4 3.276 3.162 -0.593
H5 2.398 4.606 -0.066
H6 -0.117 3.293 0.990
H7 0.811 4.523 1.859
H8 0.430 2.981 2.639
H9 4.092 2.787 1.769
H10 2.946 2.740 3.108
H11 3.250 4.275 2.264
H12 0.726 -2.543 -1.480
H13 1.387 -3.584 -0.224
H14 2.056 -3.652 -1.849
H15 2.166 -0.743 -2.558
H16 3.346 -2.042 -2.814
H17 3.842 -0.536 -2.037
H18 3.817 -2.996 0.734
H19 4.728 -1.748 -0.108
H20 4.348 -3.272 -0.936
H21 1.552 -1.193 4.222
H22 0.303 -2.452 4.327
H23 -0.120 -0.830 3.777
H24 2.880 -2.871 2.831
H25 2.115 -3.718 1.486
H26 1.518 -3.972 3.122
H27 -1.159 -1.764 1.816
H28 -0.756 -3.414 2.298
H29 -0.333 -2.821 0.690
O1 -4.317 -2.389 -1.543
S1 -3.602 -1.134 -1.367
O2 -3.478 -0.739 0.031
O3 -2.343 -1.083 -2.100
C18 -4.703 0.104 -2.139
C19 -5.899 -0.449 -2.600
C20 -6.879 0.315 -3.209
C21 -6.677 1.671 -3.373
C22 -5.499 2.241 -2.923
C23 -4.498 1.491 -2.303
S2 -3.063 2.504 -1.801
O4 -1.917 1.985 -2.536
O5 -3.431 3.853 -2.203
O6 -2.957 2.343 -0.356
H30 -6.032 -1.511 -2.463
H31 -7.796 -0.153 -3.551
H32 -7.431 2.289 -3.848
H33 -5.318 3.299 -3.038

=====

Record 4
Here is C23H34AuN7O6PS2 as an isolated structure in a non-equilibrium geometry from the OMol25 dataset. Energies are from ωB97M-V with the def2-TZVPD basis set.

The electronic energy comes out at -3005.09926 a.u. For the orbital gap, the calculation gives 7.059 eV. The largest force on an atom comes out at 3.00 eV/A. The value obtained for the LUMO energy is 2.57 eV. The charge is -1. The value obtained for the highest occupied orbital energy is -4.5 eV. For the molar mass, the calculation gives 796.64 g/mol.

Geometry (Å):
Au1 0.364 -0.327 -0.704
N1 5.950 4.154 0.403
C1 4.752 3.553 0.740
C2 3.612 4.312 0.949
C3 2.384 3.719 1.168
C4 2.321 2.333 1.374
C5 3.474 1.552 1.236
C6 4.658 2.159 0.919
S1 0.796 1.631 1.978
O1 0.018 2.697 2.540
O2 1.177 0.464 2.729
N2 -0.132 1.056 0.708
C7 -1.156 1.729 0.073
N3 -1.288 3.050 0.067
C8 -2.026 3.570 -0.909
C9 -2.672 2.819 -1.876
C10 -2.602 1.457 -1.660
N4 -1.833 0.893 -0.754
H1 5.902 5.101 0.057
H2 6.599 3.556 -0.094
H3 3.698 5.407 0.896
H4 1.452 4.295 1.184
H5 3.479 0.470 1.437
H6 5.578 1.596 0.870
H7 -2.046 4.654 -0.813
H8 -3.098 3.285 -2.770
H9 -3.161 0.742 -2.254
C11 1.686 4.922 -2.585
C12 1.664 3.520 -3.015
C13 2.609 2.597 -2.521
C14 2.486 1.254 -2.773
C15 1.366 0.826 -3.489
C16 0.466 1.705 -4.069
C17 0.664 3.054 -3.868
S2 0.996 -0.941 -3.607
O3 2.050 -1.592 -4.359
O4 -0.416 -1.041 -3.974
O5 1.206 -1.494 -2.153
H10 2.482 5.062 -1.865
H11 0.759 5.138 -2.063
H12 1.777 5.617 -3.424
H13 3.466 2.955 -1.948
H14 3.233 0.532 -2.413
H15 -0.351 1.281 -4.663
H16 -0.025 3.807 -4.305
C18 -0.451 -3.779 3.592
N5 -1.566 -3.044 2.955
C19 -2.105 -1.976 3.788
P1 -1.870 -3.158 1.329
O6 -1.329 -1.996 0.603
N6 -3.533 -3.202 1.251
C20 -4.438 -3.858 2.216
C21 -4.179 -2.597 0.057
N7 -1.217 -4.585 0.767
C22 -1.804 -5.920 1.090
C23 -0.098 -4.505 -0.207
H17 -0.838 -4.423 4.396
H18 0.250 -3.082 4.055
H19 0.021 -4.407 2.862
H20 -2.480 -2.424 4.715
H21 -2.949 -1.438 3.299
H22 -1.335 -1.261 4.086
H23 -3.903 -4.111 3.130
H24 -4.929 -4.729 1.734
H25 -5.270 -3.177 2.496
H26 -3.518 -1.848 -0.429
H27 -5.110 -2.098 0.339
H28 -4.436 -3.360 -0.683
H29 -2.622 -5.811 1.800
H30 -1.037 -6.552 1.530
H31 -2.172 -6.340 0.135
H32 0.350 -3.500 -0.158
H33 -0.435 -4.729 -1.217
H34 0.684 -5.221 0.067

=====

Repeat the third record exactly.
Here is C23H33O6RbS2 as an isolated structure from the OMol25 dataset. Energies are from ωB97M-V with the def2-TZVPD basis set.

The electronic energy comes out at -2168.24628 a.u. For the orbital gap, the calculation gives 5.591 eV. The largest force on an atom comes out at 0.66 eV/A. The value obtained for the LUMO energy is 4.12 eV. The charge is -2. The value obtained for the highest occupied orbital energy is -1.5 eV. For the molar mass, the calculation gives 555.11 g/mol.

Geometry (Å):
Rb1 -0.943 0.463 -0.310
C1 1.367 0.456 1.939
C2 1.513 -0.876 1.484
C3 2.155 -0.809 0.203
C4 2.392 0.567 -0.057
C5 1.901 1.348 0.997
C6 2.013 2.852 1.150
C7 2.326 3.521 -0.190
C8 0.706 3.445 1.691
C9 3.145 3.191 2.134
C10 2.671 -1.880 -0.765
C11 1.647 -2.978 -1.087
C12 3.026 -1.254 -2.124
C13 3.966 -2.520 -0.234
C14 0.945 -2.045 2.303
C15 0.656 -1.595 3.745
C16 1.924 -3.222 2.435
C17 -0.397 -2.542 1.737
H1 0.904 0.754 2.869
H2 2.870 0.961 -0.941
H3 1.547 3.312 -0.925
H4 3.276 3.162 -0.593
H5 2.398 4.606 -0.066
H6 -0.117 3.293 0.990
H7 0.811 4.523 1.859
H8 0.430 2.981 2.639
H9 4.092 2.787 1.769
H10 2.946 2.740 3.108
H11 3.250 4.275 2.264
H12 0.726 -2.543 -1.480
H13 1.387 -3.584 -0.224
H14 2.056 -3.652 -1.849
H15 2.166 -0.743 -2.558
H16 3.346 -2.042 -2.814
H17 3.842 -0.536 -2.037
H18 3.817 -2.996 0.734
H19 4.728 -1.748 -0.108
H20 4.348 -3.272 -0.936
H21 1.552 -1.193 4.222
H22 0.303 -2.452 4.327
H23 -0.120 -0.830 3.777
H24 2.880 -2.871 2.831
H25 2.115 -3.718 1.486
H26 1.518 -3.972 3.122
H27 -1.159 -1.764 1.816
H28 -0.756 -3.414 2.298
H29 -0.333 -2.821 0.690
O1 -4.317 -2.389 -1.543
S1 -3.602 -1.134 -1.367
O2 -3.478 -0.739 0.031
O3 -2.343 -1.083 -2.100
C18 -4.703 0.104 -2.139
C19 -5.899 -0.449 -2.600
C20 -6.879 0.315 -3.209
C21 -6.677 1.671 -3.373
C22 -5.499 2.241 -2.923
C23 -4.498 1.491 -2.303
S2 -3.063 2.504 -1.801
O4 -1.917 1.985 -2.536
O5 -3.431 3.853 -2.203
O6 -2.957 2.343 -0.356
H30 -6.032 -1.511 -2.463
H31 -7.796 -0.153 -3.551
H32 -7.431 2.289 -3.848
H33 -5.318 3.299 -3.038